(1)
Density functional theory data (ωB97M-V with the def2-TZVPD basis set) for C14H17CrF5O6Te as an isolated structure.

XYZ file:
```
44
Properties=species:S:1:pos:R:3
Te -2.08 -1.27 -3.57
Cr -0.14 -1.06 -0.38
F -2.04 -1.21 -5.48
F -2.23 -3.21 -3.45
F -0.27 -1.67 -3.52
F -0.55 -2.10 1.06
F -1.30 0.44 -3.68
O 3.12 -3.45 1.07
O 3.24 -0.75 -1.25
O -1.51 -1.08 -1.22
O 1.50 -1.90 -0.49
O 3.83 -2.17 3.96
O 2.31 -3.74 4.01
C -0.89 1.72 0.68
C -3.06 1.65 -0.67
C -1.82 2.24 -0.39
C -3.76 2.12 -1.81
C -1.96 3.63 -2.24
C 2.73 -1.51 -0.45
C -1.30 3.35 -1.06
C 3.55 -2.16 0.67
C 0.17 0.96 0.00
C -1.77 0.80 1.58
C 3.35 -3.17 3.48
C 3.89 -3.82 2.21
C -0.07 2.73 1.49
C -3.19 3.06 -2.67
H 3.83 -4.94 2.28
H -0.41 3.85 -0.71
H 0.59 3.44 0.88
H -2.21 -0.11 1.13
H 4.92 -3.47 2.23
H -0.74 3.39 2.07
H -1.29 0.56 2.49
H -3.46 0.84 -0.08
H 3.47 -1.43 1.58
H -4.69 1.69 -2.05
H 1.10 1.58 -0.26
H -2.64 1.48 1.83
H -1.66 4.49 -2.86
H 0.50 2.04 2.10
H 1.98 -3.14 4.75
H -3.65 3.47 -3.60
H 4.62 -2.15 0.36
```

Multiplicity   4
LUMO level (alpha / beta)   2.524 / 2.423 eV
Energy relative to the best compared isomer or geometry (same formula, charge and spin)   1.752 eV
DFT total energy   -76382.08877 eV
Net charge   -1
<S²>   3.78

---

(2)
Density functional theory data (ωB97M-V with the def2-TZVPD basis set) for an isolated ion of composition C3H7N4 and charge +1.

XYZ file:
```
14
Properties=species:S:1:pos:R:3
N 1.99 0.07 -0.98
N 2.16 -0.30 1.33
N -0.25 -0.27 -0.66
N 0.93 -0.06 -1.50
C 2.55 0.34 0.29
C -1.33 0.40 -0.72
C -2.37 -0.19 0.12
H -2.42 -1.41 0.03
H -3.37 0.16 -0.07
H 2.51 -0.05 2.24
H -2.18 0.17 1.17
H 3.46 1.01 0.27
H -0.21 -1.11 -0.11
H -1.46 1.24 -1.41
```

LUMO level   -5.545 eV
Energy relative to the best compared isomer or geometry (same formula, charge and spin)   4.723 eV
DFT total energy   -9173.79340 eV
Net charge   +1

---

(3)
Density functional theory data (ωB97M-V with the def2-TZVPD basis set) for C45H60O4P2PbSi as an isolated structure.

XYZ file:
```
113
Properties=species:S:1:pos:R:3
Pb 0.26 -0.21 0.07
P -0.79 2.03 -1.06
P -0.93 -2.10 -1.45
Si 2.01 -0.02 -1.94
O 4.21 -2.65 5.46
O -0.38 -1.03 1.82
O 4.95 -3.93 3.69
O -0.05 -0.21 3.87
C 0.45 -2.88 -5.22
C -4.72 -1.37 -3.16
C -1.47 3.20 -5.12
C 1.87 1.83 -2.08
C -1.53 -6.44 0.37
C -1.73 -4.87 -1.61
C -2.59 3.41 -2.89
C -0.86 -3.85 -0.86
C 3.03 2.41 -2.59
C 3.37 -2.51 4.40
C -4.84 -1.03 -0.67
C 1.56 -2.07 -5.36
C -2.73 2.30 0.82
C 1.54 -1.77 3.09
C -3.37 -2.08 -3.02
C 2.23 -1.75 4.32
C 5.21 -3.59 5.06
C -1.52 4.50 0.40
C -1.60 1.19 -3.62
C 3.82 -3.28 3.34
C 0.99 4.06 -1.73
C 0.32 -0.93 2.99
C -2.51 4.03 2.68
C 0.06 -2.02 -2.98
C 3.17 3.79 -2.68
C -2.03 2.06 -2.42
C -0.74 -5.38 1.13
C -1.14 -3.98 0.65
C 1.92 -1.23 -4.32
C -2.54 4.96 1.46
C -5.57 -1.55 -1.90
C 0.81 2.68 -1.66
C -2.65 -1.55 -1.78
C -0.30 -2.84 -4.05
C -1.74 4.12 -3.93
C 2.00 -2.55 2.03
C 3.65 -0.58 -1.32
C -1.36 -6.28 -1.14
C 2.15 4.61 -2.23
C -3.03 2.63 2.29
C 3.16 -3.32 2.14
C 1.20 -1.19 -3.13
C -0.76 1.93 -4.66
C -3.49 -1.74 -0.51
C -1.39 2.96 0.40
H -1.18 -3.46 -3.98
H 0.22 2.20 -4.24
H -2.96 -1.36 0.37
H -1.61 -4.82 -2.69
H -2.26 5.02 -4.26
H -5.79 -2.61 -1.76
H -2.30 5.98 1.75
H -4.11 2.59 2.43
H 0.19 -4.11 -1.03
H -2.59 1.88 2.95
H 1.43 -2.59 1.11
H -2.78 -1.89 -3.92
H 4.05 0.13 -0.59
H -0.87 3.72 -5.88
H -1.82 4.88 -0.57
H -5.44 -1.18 0.23
H -0.54 4.92 0.64
H 3.85 1.78 -2.92
H 3.51 -3.95 1.33
H -2.80 4.06 -2.04
H 0.19 4.71 -1.41
H -1.21 -7.44 0.68
H 0.15 -3.55 -6.02
H -5.25 -1.76 -4.03
H -2.21 -3.84 0.84
H -2.79 -4.68 -1.38
H -3.54 4.97 1.04
H -0.58 1.27 -5.50
H -4.67 0.06 -0.76
H 2.78 -0.58 -4.45
H -3.68 -2.80 -0.34
H 2.15 -2.09 -6.27
H 6.20 -3.13 5.15
H -2.52 0.84 -4.11
H -3.56 3.18 -3.34
H 3.57 -1.56 -0.85
H -3.54 -3.16 -2.94
H 0.33 -5.52 0.97
H -1.07 0.29 -3.29
H -0.65 2.68 1.16
H -0.62 -3.22 1.23
H -6.53 -1.04 -2.01
H 4.09 4.21 -3.08
H -1.98 -7.00 -1.67
H 4.37 -0.66 -2.15
H -2.42 2.93 -5.60
H -0.32 -6.49 -1.42
H 1.87 -1.16 5.14
H -3.13 4.44 3.48
H -2.86 1.54 -1.91
H -3.52 2.68 0.17
H -2.70 1.21 0.69
H -4.55 -0.30 -3.33
H -2.59 -6.35 0.63
H -2.54 -0.47 -1.92
H 2.26 5.69 -2.28
H -0.78 4.44 -3.50
H 5.14 -4.48 5.68
H -0.92 -5.46 2.20
H -1.49 3.97 3.07
```

LUMO level   -6.817 eV
Energy relative to the best compared isomer or geometry (same formula, charge and spin)   0.579 eV
DFT total energy   -87519.54387 eV
Net charge   +2

---

(4)
Density functional theory data (ωB97M-V with the def2-TZVPD basis set) for C4H10N2O in the gas phase.

XYZ file:
```
17
Properties=species:S:1:pos:R:3
O 1.19 1.53 0.24
N -0.52 0.42 -0.65
N 0.42 -0.96 -2.58
C 0.41 0.60 0.35
C 0.23 -0.21 1.68
C -0.47 -0.89 -1.41
C -1.15 -0.08 2.36
H -1.57 -1.03 -1.81
H 0.39 -1.29 1.56
H 0.92 0.24 2.43
H -0.20 -1.72 -0.75
H -0.22 1.18 -1.25
H 0.94 -1.85 -2.81
H -2.12 -0.32 1.78
H -1.17 0.98 2.75
H -1.12 -0.80 3.25
H 1.19 -0.29 -2.36
```

LUMO level   0.911 eV
Energy relative to the best compared isomer or geometry (same formula, charge and spin)   2.012 eV
DFT total energy   -9336.97568 eV
Net charge   0

---

Question: What is the DFT total energy in the first record?
Answer: -76382.08877 eV

---

Question: Number 4 is which compound?
Answer: C4H10N2O

---

Question: Among the records above, which one has the lowest DFT total energy?
Answer: C45H60O4P2PbSi